10
Properties=species:S:1:pos:R:3:nbo_charge:R:1 method="wB97M-V/def2-TZVPD" e_above_lowest_ev=1.4221 total_charge=0 homo_energy_ev=-10.327 smiles=C[C@H]1CO1
C -1.2350 0.2198 0.0899 -0.63
C 0.0523 -0.4741 -0.2861 0.05
C 1.3474 0.0992 0.0585 -0.11
O 0.7865 -0.9483 0.8332 -0.48
H -1.9368 -0.4392 0.6200 0.22
H -1.7392 0.6122 -0.7973 0.21
H -0.9910 1.0471 0.7666 0.21
H 0.1420 -1.0150 -1.2212 0.18
H 2.2318 -0.2194 -0.4935 0.18
H 1.3421 1.1177 0.4299 0.17